[1]
117
Properties=species:S:1:pos:R:3:forces:R:3 method="wB97M-V/def2-TZVPD" total_charge=+1 lumo_ha=-0.2751 spin_multiplicity=1 homo_ev=-10.71 orbital_gap_ev=3.23
Cu -0.31390 0.45692 0.45799 0.118 -0.037 -0.092
C -2.11735 3.53394 0.23165 0.461 -4.077 -1.219
O -1.73162 2.37493 0.59266 -0.638 2.900 -0.110
N -2.99139 3.66836 -0.80163 -0.429 0.425 0.275
C -3.17510 4.97982 -1.38672 -0.421 0.553 -0.307
C -3.73156 2.58032 -1.47910 0.767 -0.443 0.343
H -1.70076 4.48906 0.58720 -0.135 -0.313 0.219
H -4.21389 5.26064 -1.56038 -0.285 -0.457 0.205
H -2.71945 5.01560 -2.37626 0.323 0.122 0.020
H -2.80075 5.78082 -0.74925 0.381 -0.223 -0.032
H -3.41786 1.59605 -1.13139 0.129 0.257 0.409
H -4.81236 2.65166 -1.35708 0.059 0.349 0.208
H -3.52120 2.54763 -2.54811 0.115 0.470 -0.090
C -4.38071 -0.02845 5.90746 -0.442 1.285 0.264
C -3.86572 -0.12111 4.48211 -1.649 1.591 0.486
O -3.10094 -1.25012 4.40537 2.740 -2.439 -2.238
P -2.53885 -1.60391 2.91925 -0.085 -1.376 0.223
O -1.85831 -0.51848 2.14469 -0.645 -1.358 0.959
O -1.61559 -2.91479 3.17014 -0.206 2.960 -0.431
C -2.01790 -4.24442 3.33682 -0.464 -1.717 0.500
C -3.05429 -4.42106 4.48203 0.369 -0.119 -0.405
O -3.89279 -2.22090 2.28812 0.288 0.139 -0.065
C -4.11988 -2.35582 0.87157 0.172 0.944 -0.823
C -4.48287 -0.99410 0.26726 0.137 0.293 0.143
H -4.68254 1.00280 6.09055 -0.256 0.141 -0.098
H -5.27144 -0.63008 6.08845 0.208 -0.234 -0.148
H -3.66148 -0.19640 6.70908 0.330 -0.407 -0.418
H -4.70247 -0.21350 3.78971 -0.404 -0.018 0.030
H -3.31774 0.74011 4.09986 0.249 0.267 0.542
H -2.29779 -4.67475 2.37527 -0.859 0.289 -0.125
H -1.09599 -4.80893 3.47647 0.161 0.215 0.763
H -2.85740 -3.65510 5.23212 -0.231 0.130 -0.139
H -4.07507 -4.36792 4.10350 0.063 0.422 0.049
H -3.01569 -5.35879 5.03636 0.454 -0.239 -0.390
H -3.22647 -2.75501 0.39139 0.314 0.169 0.032
H -4.88141 -3.08784 0.60261 -0.282 -0.046 1.025
H -5.16516 -0.39007 0.86535 -0.137 -0.427 0.479
H -3.58691 -0.37641 0.20551 0.065 -0.040 -0.329
H -5.00290 -1.06878 -0.68778 0.371 -0.247 -0.234
C -3.30361 -2.08200 -4.50649 1.260 -0.533 -0.719
C -2.44721 -1.94302 -3.25732 -0.640 0.392 0.467
O -1.01846 -1.75816 -3.57832 -0.312 1.355 0.441
P -0.24993 -0.34096 -3.32542 -1.767 0.205 -0.612
O -0.19629 0.10621 -1.91147 -0.354 0.132 -0.771
O -1.03245 0.64793 -4.39267 0.833 0.074 1.839
C -0.99646 2.11595 -4.35817 -0.038 0.666 -1.012
C 0.05774 2.66144 -5.33528 -0.799 -1.594 -0.392
O 1.15777 -0.53344 -3.99317 -0.800 0.443 -1.362
C 2.02564 -1.59377 -3.60321 0.893 -0.205 1.025
C 3.43886 -1.47363 -4.16099 0.174 0.888 -0.359
H -3.25896 -1.24497 -5.20325 -0.025 0.404 0.468
H -2.80521 -2.87220 -5.06799 -0.405 -0.366 -0.198
H -4.34546 -2.35110 -4.33262 0.168 -0.004 0.306
H -2.89598 -1.20454 -2.59299 0.724 0.923 -0.123
H -2.55813 -2.80864 -2.60424 0.557 -0.526 -0.452
H -1.97279 2.48076 -4.67720 -0.252 -0.573 -0.256
H -0.89290 2.65619 -3.41715 0.450 -1.096 0.776
H -0.22520 2.42393 -6.36077 -0.528 0.358 -0.118
H 0.15948 3.74193 -5.23381 0.584 -0.247 0.129
H 0.90852 1.98269 -5.27562 0.766 0.851 0.617
H 2.04195 -1.43708 -2.52465 0.284 -0.945 0.199
H 1.63435 -2.56149 -3.91708 -0.423 0.145 0.365
H 4.19666 -1.51264 -3.37849 -0.146 -0.528 0.076
H 3.64918 -2.18859 -4.95641 -0.009 -0.103 0.233
H 3.62683 -0.49217 -4.59633 -0.342 0.188 -0.127
C 0.45411 -5.38047 -2.01581 0.050 -1.436 -0.015
C 0.40472 -4.59561 -0.74142 -0.282 0.737 -1.076
O 1.60701 -3.81562 -0.80098 1.304 1.675 1.019
P 1.91034 -2.57099 0.19075 1.694 -3.282 0.677
O 0.91170 -1.52353 0.11894 -0.813 1.295 0.522
O 3.43470 -2.18088 -0.14840 -1.810 -0.963 -0.921
C 4.09344 -1.07821 0.43510 2.003 1.000 0.266
C 5.14729 -0.48307 -0.57252 -2.193 0.003 0.036
O 2.09669 -3.38825 1.59500 -0.910 0.840 -0.197
C 1.50153 -2.91544 2.82469 -0.073 1.499 0.840
C 2.48049 -2.12300 3.65591 0.977 -0.224 -0.220
H -0.40294 -6.05161 -2.07191 -0.141 0.011 -0.064
H 0.53411 -4.84283 -2.96061 -0.091 0.419 0.362
H 1.32718 -6.02611 -1.92086 0.089 -0.092 -0.311
H -0.45946 -3.93164 -0.76235 -0.056 0.173 0.365
H 0.35993 -5.27265 0.11164 0.264 0.257 0.196
H 3.40432 -0.30353 0.77140 -0.179 0.072 -0.297
H 4.63157 -1.41495 1.32117 -0.104 -0.262 0.118
H 5.59074 0.43859 -0.19571 0.354 -0.433 0.360
H 5.83897 -1.20845 -1.00092 0.075 0.060 0.450
H 4.51253 -0.11492 -1.37852 0.187 -0.092 -0.450
H 0.65400 -2.25372 2.64602 -0.169 -0.429 -0.452
H 1.20233 -3.68141 3.54014 -0.263 -0.848 -1.014
H 2.05804 -1.83122 4.61742 -0.206 0.084 -0.134
H 3.31345 -2.79128 3.87423 0.277 0.158 0.087
H 2.86959 -1.24960 3.13259 -0.073 0.120 0.068
C 2.76536 2.14820 -2.32789 0.813 -0.846 0.405
C 1.79927 3.03557 -1.58486 -0.003 0.160 -0.450
O 2.35946 3.78500 -0.46887 -0.017 -1.281 1.085
P 2.54663 2.87915 0.88874 0.936 3.497 -0.375
O 1.53417 1.85775 1.02321 -0.869 -1.654 0.137
O 4.04794 2.37388 0.80424 -0.462 0.359 0.594
C 5.14919 3.31118 0.61366 0.541 0.604 -0.724
C 5.84408 3.67789 1.90046 -0.521 0.089 0.153
O 2.51706 4.01375 2.07056 2.176 -1.749 -2.342
C 1.32631 4.53414 2.55049 -2.298 -0.239 0.358
C 0.79346 3.60769 3.63192 -0.167 0.348 0.777
H 3.04509 1.25503 -1.76923 -0.340 -0.083 0.427
H 2.30194 1.73841 -3.22533 0.002 0.368 -0.167
H 3.74417 2.57892 -2.53884 -0.240 0.540 -0.353
H 1.44075 3.78985 -2.28530 -0.193 0.115 0.239
H 0.98575 2.40600 -1.22442 -0.216 0.262 -0.060
H 5.84265 2.86180 -0.09716 -0.159 -0.429 0.090
H 4.79778 4.21273 0.11184 -0.324 -0.049 0.028
H 5.17738 4.34994 2.44080 -0.054 -0.429 0.513
H 6.09184 2.76034 2.43413 -0.031 0.253 0.327
H 6.74341 4.27812 1.76252 0.115 -0.279 -0.455
H 1.51204 5.55748 2.87666 0.151 -0.180 0.328
H 0.54693 4.62219 1.79358 0.174 -0.049 -0.577
H 1.50289 3.68670 4.45568 -0.214 -0.393 0.262
H -0.20765 3.85915 3.98212 0.075 0.662 0.114
H 0.63350 2.56843 3.34478 0.656 0.065 -0.467

***

[2]
78
Properties=species:S:1:pos:R:3:forces:R:3 method="wB97M-V/def2-TZVPD" total_charge=-2 lumo_ha=0.1382 spin_multiplicity=1 homo_ev=-1.34 orbital_gap_ev=5.10
Cs -0.17786 -2.19203 0.15750 0.201 0.615 -0.133
C 5.10891 -1.04468 -2.13003 -0.021 0.123 0.021
Si 3.85993 -1.35989 -0.73815 -0.010 -0.104 -0.010
C 2.90483 -2.90011 -1.22468 0.005 0.080 0.134
C 4.89673 -1.88763 0.76837 -0.032 0.011 0.010
N 2.74562 -0.11236 -0.45191 -0.011 -0.054 0.043
C 3.06032 1.13008 -0.06750 0.044 0.051 -0.045
C 4.36472 1.58773 0.30552 -0.016 -0.058 -0.023
C 4.64460 2.87976 0.70621 -0.026 0.058 0.005
C 3.64446 3.84562 0.76997 0.051 -0.024 0.007
C 2.35798 3.45871 0.40881 -0.056 -0.031 -0.010
C 2.08334 2.16906 0.00118 -0.039 0.009 0.033
O 0.75296 1.83551 -0.29240 0.052 -0.003 0.012
C 0.08568 2.67903 -1.13385 -0.031 0.078 -0.023
C 0.62047 3.04883 -2.36484 0.010 -0.010 0.021
C -0.13314 3.83035 -3.22563 -0.010 0.011 -0.023
C -1.41327 4.24254 -2.87053 0.008 -0.004 -0.014
C -1.93331 3.87102 -1.63807 0.035 0.011 0.029
C -1.18596 3.09484 -0.76233 0.117 0.118 0.001
H 5.71786 -1.93833 -2.29466 0.012 -0.002 0.000
H 5.77953 -0.21021 -1.90765 -0.008 -0.003 -0.007
H 4.58770 -0.81400 -3.06269 -0.003 -0.008 0.001
H 3.52781 -3.70581 -1.61706 0.063 0.051 -0.019
H 2.14009 -2.67847 -1.97172 -0.020 -0.061 -0.015
H 2.41345 -3.30618 -0.33700 -0.023 -0.148 -0.089
H 5.37536 -2.85485 0.58666 -0.003 -0.002 -0.016
H 4.24447 -1.99784 1.63982 0.012 -0.008 0.004
H 5.67793 -1.17150 1.03257 0.002 0.009 -0.006
H 5.17568 0.87071 0.26389 0.002 -0.010 0.009
H 5.66484 3.13884 0.97202 0.001 -0.004 0.000
H 3.85207 4.85940 1.08747 -0.003 0.002 -0.004
H 1.53778 4.16851 0.44454 0.009 0.008 0.000
H 1.61344 2.70725 -2.62845 0.000 -0.001 -0.004
H 0.27878 4.11007 -4.18808 0.002 0.002 0.000
H -2.00012 4.84710 -3.55126 -0.002 0.000 -0.003
H -2.93131 4.18185 -1.35212 -0.009 0.004 0.004
H -1.57604 2.77854 0.19640 0.080 0.079 -0.055
C 0.08303 2.62996 4.14241 0.009 0.005 0.000
C 0.79346 1.89698 3.20217 0.031 -0.012 -0.002
C 0.28547 0.69896 2.71820 -0.068 0.061 0.036
C -0.95850 0.26387 3.16653 -0.002 -0.163 0.181
C -1.67294 0.98998 4.11138 -0.019 0.106 -0.073
C -1.14805 2.17436 4.59959 -0.003 -0.002 -0.007
N -1.44491 -0.99213 2.68109 0.075 0.200 -0.157
N -2.67224 -1.04647 2.52589 -0.008 -0.020 0.125
C -3.11351 -2.31491 2.01389 -0.030 -0.004 0.049
C -2.48636 -3.50565 2.34617 0.133 0.089 -0.107
C -2.90246 -4.66441 1.70730 -0.042 -0.012 -0.013
C -3.94247 -4.57741 0.79936 0.014 0.025 0.007
C -4.52546 -3.33661 0.57654 -0.020 -0.007 -0.010
N -4.13910 -2.21422 1.17513 -0.052 0.021 0.058
H 0.49109 3.56030 4.51878 0.001 -0.001 0.000
H 1.74531 2.25464 2.83084 0.000 0.009 -0.005
H 0.85146 0.15094 1.96929 -0.113 -0.020 0.089
H -2.63767 0.61976 4.43112 0.005 0.000 0.013
H -1.70093 2.74717 5.33450 -0.003 -0.003 -0.002
H -1.62364 -3.48536 2.99803 -0.060 -0.073 0.108
H -2.38155 -5.60250 1.83718 0.002 0.007 0.008
H -4.23221 -5.43635 0.21265 0.005 0.000 -0.001
H -5.31839 -3.23573 -0.15568 0.001 -0.001 0.003
N -0.89012 -0.15965 -2.53713 -0.003 -0.027 0.040
N -2.15497 0.29977 -2.89153 -0.032 0.051 0.089
C -3.10699 0.70969 -2.03092 -0.064 0.079 -0.304
N -4.24729 1.18185 -2.61317 0.022 -0.134 -0.141
N -2.80468 0.70597 -0.75158 -0.112 -0.203 0.288
N -3.73599 1.25745 0.09850 0.209 0.239 -0.358
O -3.28276 1.74641 1.10835 -0.136 -0.240 0.245
O -4.93619 1.28967 -0.18309 -0.154 -0.093 0.374
H -0.45840 0.45994 -1.85547 -0.034 -0.044 -0.033
H -0.99933 -1.08128 -2.13443 -0.029 -0.082 -0.261
H -2.27016 0.51959 -3.86457 -0.007 -0.045 -0.017
H -4.43811 0.81133 -3.52978 0.055 0.017 -0.040
H -5.03052 1.19169 -1.97298 0.034 0.044 -0.030
O -0.06587 -6.01591 -2.03505 -0.017 -0.036 0.022
S -1.17793 -5.63196 -1.17089 -0.132 0.115 -0.041
O -0.72232 -4.66176 -0.12362 0.166 -0.790 0.071
O -1.82857 -6.77782 -0.51908 -0.113 0.066 -0.024
S -2.56553 -4.58161 -2.26624 0.109 0.093 -0.011

***

[3]
17
Properties=species:S:1:pos:R:3:forces:R:3 method="wB97M-V/def2-TZVPD" total_charge=0 lumo_ha="0.0056 / 0.0056" spin_multiplicity=1 homo_ev="-7.17 / -7.17" orbital_gap_ev="7.32 / 7.32"
C -1.76162 0.76800 -1.26876 -0.548 -0.006 -0.304
C -1.20545 -0.36920 -0.68188 0.730 -1.160 0.138
C 1.76087 0.02558 0.69817 3.593 1.608 1.516
C 1.46149 0.48469 -0.72028 -1.682 -0.894 -0.676
N -2.55848 1.30574 -0.36413 -1.118 1.183 -0.946
N -1.71096 -0.51795 0.53411 0.373 -0.245 0.354
N 1.02168 -2.11861 0.03002 -0.073 -1.881 -0.128
N -2.53412 0.50877 0.65390 0.528 0.008 0.047
N 1.45067 -1.32605 1.02029 -0.874 -0.862 0.329
S 0.25334 -1.45969 -1.15780 0.057 2.656 0.418
H -1.79981 1.10927 -2.29885 0.506 0.141 0.386
H 2.93256 -0.06178 0.88550 -1.814 1.104 -1.036
H 1.46760 0.63488 1.60953 -0.304 -0.017 -1.576
H 0.73057 1.33732 -0.90161 1.210 -1.097 0.566
H 2.21922 0.42006 -1.52845 -0.287 -0.044 1.047
H -2.96963 0.80433 1.50674 -0.057 -0.353 0.305
H 1.24208 -1.54535 1.98351 -0.240 -0.140 -0.439

***

Quick rundown of energy relative to the best compared isomer or geometry (same formula, charge and spin), same order as above: 0.0; 188.9; 592.5 kJ/mol
Quick rundown of total energy, same order as above: -147183.3947; -84309.5376; -22541.3352 eV